Density functional theory data (wB97M-V/def2-TZVPD) for one molecule with the formula C4H5NO.

As for the spin multiplicity: 1. Its total charge is 0. The value obtained for the gap between HOMO and LUMO is 11.2814 eV. The SMILES is N#CCCC=O.

The geometry in XYZ format:
```
11
Properties=species:S:1:pos:R:3:lowdin_charge:R:1
N -2.15 0.64 2.04 0.138
C -1.53 0.09 1.23 -0.226
C -0.74 -0.60 0.21 -0.171
C 0.71 -0.09 0.14 -0.149
C 1.02 0.62 -1.16 -0.251
O 0.24 0.75 -2.07 0.055
H -0.77 -1.67 0.42 0.121
H -1.21 -0.44 -0.77 0.114
H 0.94 0.60 0.96 0.124
H 1.43 -0.91 0.24 0.121
H 2.06 1.01 -1.24 0.125
```

=====

Density functional theory data (wB97M-V/def2-TZVPD) for a 2-piece molecular cluster, C3H5NO overall.

As for the spin multiplicity: 1. Its total charge is 0. The value obtained for the gap between HOMO and LUMO (spin up / spin down) is 8.9897 / 9.0028 eV.

The geometry in XYZ format:
```
10
Properties=species:S:1:pos:R:3:lowdin_charge:R:1
C -1.77 -0.79 -0.16 -0.011
C -0.61 -0.26 0.10 -0.207
C 1.65 0.54 -0.28 -0.228
N 0.66 -0.46 -0.38 -0.062
O 1.60 -0.40 0.67 -0.012
H -2.50 -0.43 0.46 0.010
H -1.81 -1.70 -0.87 0.117
H -0.73 1.23 1.52 0.170
H 2.27 0.74 -1.15 0.120
H 1.24 1.52 0.09 0.102
```

=====

Density functional theory data (wB97M-V/def2-TZVPD) for C51H47AsBBrN8O4S3Sn as an isolated structure.

As for the spin multiplicity: 1. Its total charge is -2. The value obtained for the gap between HOMO and LUMO is 4.8067 eV.

The geometry in XYZ format:
```
117
Properties=species:S:1:pos:R:3:lowdin_charge:R:1
Sn -0.93 1.06 -0.93 0.699
O 0.62 2.71 2.78 -0.077
C 0.16 2.82 1.65 -0.677
O 0.45 2.01 0.72 -0.296
C -0.72 4.03 1.38 -0.161
C -0.60 5.00 2.37 -0.048
C -1.33 6.18 2.38 -0.119
C -2.21 6.42 1.33 -0.126
C -2.34 5.48 0.34 -0.170
C -1.63 4.27 0.35 -0.613
S -2.13 3.25 -0.99 0.502
H 0.09 4.79 3.17 0.106
H -1.22 6.89 3.18 0.081
H -2.79 7.33 1.30 0.085
H -3.02 5.64 -0.48 0.074
S -2.48 0.49 -3.09 0.495
C -2.36 -1.24 -2.95 -0.863
N -1.86 -1.98 -3.92 0.041
N -1.27 -1.29 -4.90 -0.039
C -0.79 -1.82 -6.05 -0.248
C -0.01 -1.01 -6.90 -0.031
C 0.46 -1.50 -8.09 -0.119
C 0.19 -2.80 -8.48 -0.139
C -0.57 -3.61 -7.64 -0.121
C -1.05 -3.14 -6.44 -0.037
N -2.87 -1.93 -1.91 0.057
N -2.89 -1.40 -0.76 0.036
C -3.67 -1.86 0.25 -0.209
C -3.22 -1.79 1.59 -0.130
C -4.09 -2.01 2.64 -0.032
C -5.42 -2.32 2.40 -0.097
C -5.87 -2.45 1.10 -0.113
C -5.01 -2.23 0.04 -0.018
H -1.23 -0.27 -4.74 0.046
H 0.20 0.01 -6.60 0.108
H 1.06 -0.86 -8.73 0.094
H 0.56 -3.19 -9.42 0.082
H -0.79 -4.63 -7.94 0.092
H -1.64 -3.76 -5.79 0.094
H -1.44 -0.85 1.27 0.073
H -3.71 -1.92 3.65 0.103
H -6.10 -2.46 3.23 0.093
H -6.90 -2.72 0.91 0.092
H -5.36 -2.32 -0.98 0.102
N 0.69 -1.85 -1.48 0.041
H -0.19 -2.02 -1.96 -0.020
H 1.22 -2.71 -1.50 0.011
H 1.19 -1.16 -2.03 0.011
C 5.80 0.55 -1.00 -0.105
C 5.84 -0.23 0.14 -0.096
C 4.66 -0.58 0.78 -0.127
C 3.43 -0.15 0.29 -0.389
C 3.41 0.65 -0.83 -0.081
C 4.58 1.00 -1.48 -0.069
As 1.81 -0.60 1.29 1.359
C 2.29 -2.52 1.46 -0.363
C 2.98 -3.16 0.43 -0.147
C 3.17 -4.53 0.43 -0.104
C 2.68 -5.30 1.48 -0.115
C 2.00 -4.68 2.51 -0.103
C 1.78 -3.31 2.48 -0.135
C 2.65 0.13 2.91 -0.411
C 2.82 -0.52 4.12 -0.133
C 3.34 0.16 5.21 -0.116
C 3.69 1.49 5.10 -0.117
C 3.56 2.14 3.89 -0.086
C 3.04 1.46 2.80 -0.131
H 6.72 0.83 -1.50 0.091
H 6.79 -0.56 0.54 0.093
H 4.69 -1.22 1.66 0.108
H 2.45 1.02 -1.17 0.067
H 4.55 1.63 -2.36 0.093
H 3.37 -2.57 -0.39 0.092
H 3.68 -5.00 -0.39 0.093
H 2.83 -6.37 1.48 0.088
H 1.61 -5.27 3.33 0.099
H 1.18 -2.86 3.26 0.081
H 2.54 -1.56 4.24 0.080
H 3.45 -0.35 6.17 0.088
H 4.07 2.03 5.97 0.086
H 3.82 3.18 3.79 0.100
H 2.91 1.96 1.86 0.101
Br -0.65 0.17 3.75 0.826
C -1.37 -1.53 3.22 -0.660
C -1.35 -2.63 4.02 -0.216
C -1.49 -3.90 3.47 -0.163
C -1.22 -3.99 2.10 -0.143
C -1.14 -2.88 1.32 -0.091
N -1.78 -1.66 1.82 -0.047
H -1.16 -2.47 5.08 0.096
H -1.58 -4.78 4.10 0.069
H -0.93 -4.94 1.67 0.104
H -0.73 -2.82 0.33 0.089
C -5.89 1.00 4.69 -0.102
N -4.68 0.97 3.92 -0.073
C -4.56 1.36 2.63 -0.916
N -5.69 1.47 1.87 0.094
S -3.08 1.75 2.02 0.717
H -5.68 0.66 5.69 0.080
H -6.65 0.34 4.25 0.066
H -6.32 2.01 4.74 0.082
H -3.80 1.01 4.42 0.099
H -6.47 0.87 2.10 0.078
H -5.50 1.57 0.89 0.092
O 1.51 1.68 -3.46 0.101
B 0.68 2.17 -2.42 -0.600
O 1.00 3.51 -2.22 0.125
C 1.99 3.83 -3.06 -0.215
C 2.69 5.01 -3.20 0.004
C 3.70 5.04 -4.15 -0.119
C 4.00 3.93 -4.92 -0.124
C 3.31 2.73 -4.78 -0.020
C 2.31 2.70 -3.83 -0.241
H 2.46 5.86 -2.59 0.115
H 4.29 5.94 -4.27 0.088
H 4.80 4.00 -5.66 0.087
H 3.57 1.86 -5.36 0.112
```

=====

Density functional theory data (wB97M-V/def2-TZVPD) for one molecule with the formula C2H2N3P.

As for the spin multiplicity: 1. Its total charge is 0. The value obtained for the gap between HOMO and LUMO is 7.7967 eV. The SMILES is N#CN(P)C#N.

The geometry in XYZ format:
```
8
Properties=species:S:1:pos:R:3:lowdin_charge:R:1
N 3.78 -1.41 -0.22 0.141
C 3.00 -0.54 -0.10 -0.392
N 1.91 0.19 -0.19 -0.165
P 0.00 -0.91 -0.03 0.911
C 1.91 1.46 0.07 -0.421
N 1.76 2.58 0.24 0.151
H -0.31 -0.85 1.46 -0.095
H 0.88 -2.02 0.05 -0.130
```

=====

Density functional theory data (wB97M-V/def2-TZVPD) for a 5-piece molecular cluster, C26H57BF4N3O2 overall.

As for the spin multiplicity: 2. Its total charge is +2. The value obtained for the gap between HOMO and LUMO (spin up / spin down) is 10.3757 / 7.3037 eV.

The geometry in XYZ format:
```
93
Properties=species:S:1:pos:R:3:lowdin_charge:R:1
C -1.42 0.91 -5.03 -0.083
C -2.14 0.57 -3.71 -0.208
C -2.25 1.79 -2.73 -0.074
N -3.25 1.59 -1.51 -0.211
C -2.97 0.16 -1.01 0.033
C -2.85 2.66 -0.38 -0.089
C -4.06 3.45 -0.17 -0.184
C -4.88 3.38 -1.46 -0.117
C -4.69 1.90 -1.85 -0.080
H -1.93 0.59 -5.94 0.082
H -0.38 0.59 -5.03 0.076
H -1.19 1.96 -5.24 0.076
H -1.71 -0.34 -3.29 0.074
H -3.16 0.28 -3.96 0.101
H -2.51 2.72 -3.22 0.130
H -1.30 2.08 -2.28 0.110
H -1.92 0.14 -0.71 0.083
H -3.33 -0.48 -1.81 0.097
H -3.54 0.02 -0.09 0.109
H -2.49 2.09 0.48 0.130
H -2.02 3.24 -0.78 0.127
H -4.55 2.97 0.68 0.127
H -3.80 4.46 0.12 0.133
H -5.90 3.76 -1.40 0.131
H -4.40 4.10 -2.12 0.120
H -5.15 1.24 -1.11 0.131
H -4.96 1.63 -2.87 0.139
C -1.17 -3.58 2.02 -0.097
C -1.50 -3.86 0.61 -0.257
C -0.21 -3.71 -0.20 -0.084
N -0.29 -4.10 -1.71 -0.230
C -1.47 -3.39 -2.37 0.024
C -0.52 -5.62 -1.96 -0.088
C 0.08 -5.98 -3.31 -0.140
C 1.04 -4.84 -3.69 -0.122
C 1.06 -3.90 -2.43 -0.066
H -2.08 -3.48 2.62 0.095
H -0.50 -2.73 2.10 0.072
H -0.56 -4.41 2.37 0.091
H -2.27 -3.13 0.36 0.105
H -1.97 -4.83 0.46 0.120
H 0.61 -4.34 0.15 0.139
H -0.01 -2.64 -0.21 0.113
H -2.43 -3.50 -1.88 0.103
H -1.61 -3.79 -3.37 0.111
H -1.11 -2.36 -2.35 0.082
H -1.59 -5.82 -1.95 0.130
H -0.06 -6.12 -1.11 0.135
H -0.65 -6.04 -4.11 0.116
H 0.55 -6.96 -3.29 0.126
H 0.74 -4.22 -4.54 0.110
H 2.07 -5.10 -3.93 0.120
H 1.30 -2.84 -2.57 0.132
H 1.78 -4.29 -1.72 0.130
C 1.95 -0.77 3.62 -0.070
C 1.65 0.75 3.78 -0.207
C 2.50 1.52 2.79 -0.106
N 2.25 3.07 2.67 -0.204
C 3.40 3.64 1.79 0.046
C 2.34 3.87 4.00 -0.097
C 0.90 4.02 4.46 -0.158
C 0.15 4.27 3.16 -0.131
C 0.82 3.34 2.12 -0.068
H 1.69 -1.11 2.61 0.055
H 1.22 -1.23 4.29 0.078
H 2.95 -1.14 3.85 0.083
H 1.78 0.95 4.85 0.110
H 0.61 1.02 3.60 0.104
H 2.37 1.12 1.78 0.103
H 3.57 1.37 2.94 0.120
H 4.30 3.65 2.40 0.109
H 3.15 4.69 1.60 0.104
H 3.31 3.03 0.89 0.108
H 2.85 4.83 3.90 0.132
H 3.01 3.29 4.64 0.138
H 0.95 4.80 5.21 0.129
H 0.63 3.11 4.98 0.110
H 0.06 5.34 2.98 0.122
H -0.87 3.91 3.29 0.111
H 0.86 3.79 1.13 0.125
H 0.29 2.39 1.98 0.107
B 0.76 0.16 -0.31 -1.441
F 0.03 -0.34 0.76 0.102
F 0.36 -0.56 -1.38 0.158
F 0.41 1.49 -0.50 0.131
F 2.05 -0.18 0.01 0.151
C 5.38 -0.27 0.97 0.026
C 6.63 0.38 1.54 -0.629
O 7.70 -0.16 1.22 0.323
O 6.50 1.38 2.29 0.041
H 4.93 0.37 0.21 0.093
H 4.63 -0.36 1.75 0.068
H 5.50 -1.28 0.57 0.090
```

=====

Density functional theory data (wB97M-V/def2-TZVPD) for a 3-piece molecular cluster, C5H17NO2 overall.

As for the spin multiplicity: 1. Its total charge is 0. The value obtained for the gap between HOMO and LUMO is 8.9808 eV. The SMILES is CCCN(C)C.O.O.

The geometry in XYZ format:
```
25
Properties=species:S:1:pos:R:3:lowdin_charge:R:1
C -0.71 2.32 1.74 -0.093
C -0.03 1.19 0.86 -0.255
C -1.00 0.49 -0.04 -0.192
N -0.93 -1.02 0.46 -0.198
C -1.69 -1.83 -0.53 -0.154
C 0.43 -1.73 0.51 -0.097
H -1.49 1.96 2.41 0.066
H -0.09 2.96 2.32 0.044
H -1.28 3.01 1.12 0.058
H 0.54 0.59 1.47 0.034
H 0.87 1.50 0.08 0.138
H -0.67 0.65 -1.13 0.085
H -2.05 0.72 0.21 0.117
H -2.73 -1.54 -0.77 0.083
H -1.60 -2.82 -0.09 0.069
H -1.30 -1.89 -1.53 0.055
H 0.26 -2.77 0.84 0.074
H 0.90 -1.76 -0.42 0.024
H 1.24 -1.17 1.18 0.104
O 0.76 -0.03 -2.51 -0.038
H 0.67 -0.34 -3.38 0.024
H 0.16 0.72 -2.51 0.028
O 2.90 0.50 -0.05 -0.066
H 3.83 0.66 0.21 0.057
H 3.02 -0.36 -0.45 0.031
```

=====

Density functional theory data (wB97M-V/def2-TZVPD) for a 3-piece molecular cluster, C6H12O2 overall.

As for the spin multiplicity: 1. Its total charge is 0. The value obtained for the gap between HOMO and LUMO is 9.4479 eV. The SMILES is C=C/C=C/C=C.O.O.

The geometry in XYZ format:
```
20
Properties=species:S:1:pos:R:3:lowdin_charge:R:1
C 3.20 0.18 0.06 -0.004
C 2.23 -0.21 0.86 -0.169
C 1.09 -1.03 0.29 -0.122
C -0.13 -0.52 0.13 -0.140
C -1.29 -1.33 -0.29 -0.184
C -2.49 -0.81 -0.45 -0.010
H 3.96 0.85 0.46 0.050
H 3.47 -0.09 -0.93 0.053
H 1.94 0.23 1.80 0.098
H 1.24 -2.09 0.06 0.108
H -0.29 0.53 0.34 0.109
H -1.00 -2.32 -0.64 0.102
H -2.88 0.19 -0.29 0.064
H -3.29 -1.40 -0.88 0.047
O -5.41 -1.68 1.39 -0.067
H -5.81 -2.55 1.35 0.036
H -4.61 -1.68 1.93 0.030
O 3.55 4.53 -1.91 -0.063
H 3.58 3.89 -1.19 0.026
H 2.61 4.57 -2.11 0.035
```

=====

Density functional theory data (wB97M-V/def2-TZVPD) for C11H17Cl2InV as an isolated structure.

As for the spin multiplicity: 2. Its total charge is 0. The value obtained for the gap between HOMO and LUMO (spin up / spin down) is 5.8098 / 7.0049 eV.

The geometry in XYZ format:
```
32
Properties=species:S:1:pos:R:3:lowdin_charge:R:1
In 0.10 -0.77 -0.23 0.973
Cl -0.42 1.80 -1.93 0.118
C -1.99 -1.47 -0.16 -0.261
H -2.18 -2.29 0.55 -0.021
H -2.25 -1.82 -1.16 -0.030
H -2.63 -0.62 0.13 -0.007
V 0.21 0.55 -3.60 0.305
C -1.09 0.76 -5.10 -0.246
C 1.87 1.23 -4.45 -0.244
C 0.46 -1.20 -3.28 -0.272
H 2.72 1.04 -3.78 0.006
H 2.07 0.79 -5.44 0.018
H 1.79 2.33 -4.56 0.015
H -2.03 0.28 -4.83 0.004
H -1.30 1.83 -5.23 0.014
H -0.75 0.35 -6.07 0.016
H -0.29 -1.96 -3.58 -0.006
H 1.47 -1.66 -3.30 -0.023
Cl 0.21 2.84 3.77 0.701
C 0.22 1.16 4.14 -0.617
C 0.14 0.78 5.48 -0.122
C 0.19 -0.56 5.85 -0.090
C 0.33 -1.51 4.84 -0.087
C 0.38 -1.15 3.48 -0.054
C 0.31 0.19 3.08 -0.318
C 0.39 0.58 1.65 -0.255
H 0.08 1.55 6.26 0.106
H 0.12 -0.86 6.90 0.111
H 0.40 -2.56 5.09 0.097
H 0.50 -1.90 2.68 0.095
H -0.40 1.28 1.37 0.035
H 1.38 0.99 1.40 0.038
```

=====

Density functional theory data (wB97M-V/def2-TZVPD) for C33H42CuN2O7PS2Si2 as an isolated structure.

As for the spin multiplicity: 1. Its total charge is -2. The value obtained for the gap between HOMO and LUMO is 6.1265 eV.

The geometry in XYZ format:
```
90
Properties=species:S:1:pos:R:3:lowdin_charge:R:1
Cu 1.42 -0.71 1.17 0.181
S 0.37 -0.89 5.86 0.962
C 1.13 0.60 5.46 -0.417
C 1.02 0.83 4.13 -0.257
N 0.34 -0.13 3.42 -0.021
C -0.06 -1.08 4.20 -0.472
H 1.62 1.21 6.20 0.055
H 1.41 1.69 3.59 0.101
H -0.60 -1.95 3.86 0.056
N -0.21 2.45 1.53 0.099
C -0.62 3.38 0.55 -0.333
C -1.66 4.27 0.79 -0.047
C -2.09 5.15 -0.19 -0.072
C -1.49 5.16 -1.44 -0.289
C -0.42 4.30 -1.67 -0.068
C 0.02 3.43 -0.69 -0.054
S -2.16 6.16 -2.76 0.396
O -3.13 5.27 -3.40 -0.386
O -1.03 6.49 -3.61 -0.383
O -2.78 7.30 -2.10 -0.388
H -0.91 2.39 2.27 0.071
H -0.13 1.51 1.13 0.028
H -2.17 4.25 1.76 0.098
H -2.91 5.83 -0.01 0.105
H 0.07 4.33 -2.64 0.109
H 0.84 2.74 -0.88 0.100
C 4.62 -2.18 0.53 -0.266
Si 3.44 -1.44 1.84 0.384
C 3.36 -2.82 3.16 -0.270
C 4.57 -0.15 2.72 -0.262
H 5.53 -2.57 0.99 0.009
H 4.91 -1.44 -0.22 -0.005
H 4.14 -3.00 0.00 0.007
H 4.35 -3.14 3.50 0.008
H 2.83 -3.70 2.77 0.004
H 2.80 -2.48 4.04 -0.009
H 5.51 -0.60 3.04 0.010
H 4.06 0.26 3.60 -0.005
H 4.80 0.69 2.06 -0.005
O -0.14 -0.18 0.17 -0.421
Si -1.48 -1.02 -0.07 0.430
C -1.19 -2.46 -1.28 -0.215
C -2.22 -3.10 -1.97 -0.090
C -1.96 -4.14 -2.85 -0.109
C -0.65 -4.56 -3.06 -0.116
C 0.39 -3.93 -2.40 -0.091
C 0.12 -2.89 -1.51 -0.104
C -2.88 0.04 -0.75 -0.214
C -4.22 -0.37 -0.69 -0.127
C -5.23 0.41 -1.24 -0.110
C -4.92 1.62 -1.86 -0.093
C -3.60 2.05 -1.93 -0.049
C -2.60 1.25 -1.38 -0.069
C -2.18 -1.83 1.50 -0.209
C -2.97 -1.11 2.40 -0.102
C -3.44 -1.69 3.57 -0.105
C -3.13 -3.01 3.88 -0.124
C -2.34 -3.74 3.01 -0.113
C -1.87 -3.16 1.83 -0.094
H -3.25 -2.78 -1.83 0.091
H -2.78 -4.63 -3.37 0.089
H -0.44 -5.37 -3.76 0.088
H 1.42 -4.22 -2.57 0.098
H 0.94 -2.39 -1.01 0.053
H -4.48 -1.29 -0.18 0.093
H -6.26 0.08 -1.17 0.087
H -5.71 2.23 -2.27 0.097
H -3.36 3.00 -2.40 0.089
H -1.57 1.60 -1.43 0.068
H -3.22 -0.08 2.18 0.108
H -4.06 -1.11 4.25 0.096
H -3.50 -3.46 4.79 0.091
H -2.09 -4.77 3.24 0.095
H -1.25 -3.74 1.16 0.101
C 0.49 0.65 -3.14 -0.120
O 1.92 0.81 -3.11 -0.345
P 2.76 -0.35 -2.32 0.867
O 4.07 0.58 -1.98 -0.364
C 3.87 1.51 -0.91 -0.145
O 3.42 -1.21 -3.54 -0.357
C 4.11 -0.55 -4.60 -0.148
H 0.04 1.64 -3.16 0.074
H 0.14 0.11 -2.25 0.038
H 0.19 0.11 -4.04 0.087
H 4.86 1.74 -0.50 0.079
H 3.26 1.07 -0.12 0.039
H 3.40 2.42 -1.28 0.077
H 4.22 -1.28 -5.41 0.075
H 5.09 -0.21 -4.27 0.074
H 3.54 0.30 -4.97 0.076
```

=====

Ordered strongest force on any atom results: 1.12, 4.76, 4.48, 3.74, 5.27, 4.75, 2.79, 3.38, 0.29; unit eV/Å.